(1)
DFT (ωB97M-V/def2-TZVPD) results for C4H10N2 in the gas phase at a distorted geometry.

## Properties
E_HOMO (eV): -8.71
SMILES string: CCC/N=C\N
Lowest unoccupied orbital energy (eV): 0.99
Relative energy (zero: lowest compared OMol25 entry of this formula, charge and spin) (kJ/mol): 102.85
Orbital gap (eV): 9.703
Spin multiplicity: 1

```
16
Properties=species:S:1:pos:R:3:forces:R:3:lowdin_charge:R:1
H 1.4176 -0.9020 2.9043 0.724 -0.061 -0.152 0.07
C -1.3868 -0.1742 -1.0911 0.080 1.373 0.844 -0.30
H 1.5677 0.7686 2.3091 0.468 0.050 -0.216 0.07
H -2.1225 -0.9206 -1.3406 -0.114 -0.338 -0.660 0.10
C 1.1797 -0.2189 2.0882 -1.744 -0.645 1.090 -0.13
C 0.9387 0.1953 -0.4239 -1.093 -0.185 0.349 -0.24
H 0.1056 -0.1305 2.2769 -0.294 0.201 -0.360 0.07
H 2.5248 -0.7235 0.5541 0.435 -0.042 0.273 0.09
H -1.4868 1.7306 -0.2476 -0.055 0.047 0.096 0.07
H 1.6946 0.2884 -1.1879 0.406 0.451 -0.022 0.10
H -2.9901 0.9468 -0.5806 -0.051 0.334 0.205 0.07
N -2.0015 1.0183 -0.7308 0.003 -0.495 -0.223 0.08
H 1.2137 -1.7593 0.4261 -0.678 -0.114 0.596 0.10
N -0.1655 -0.4469 -1.0914 0.097 -1.543 -0.015 0.00
H 0.6887 1.1608 0.0451 0.211 0.153 -0.331 0.10
C 1.4485 -0.7385 0.7112 1.605 0.815 -1.474 -0.25
```
Positions in Å, forces in eV/Å.

=====

(2)
DFT (ωB97M-V/def2-TZVPD) results for a molecular structure, C13H3Cl3N4O4PdS2.

## Properties
E_HOMO (eV): -8.52
Lowest unoccupied orbital energy (eV): -4.58
Orbital gap (eV): 3.945
Spin multiplicity: 1

```
30
Properties=species:S:1:pos:R:3:forces:R:3:lowdin_charge:R:1
C 0.5031 1.7476 3.1467 0.021 0.001 0.018 -1.60
C -0.3959 -2.3880 -0.2054 0.023 0.026 0.047 -0.49
O -1.4445 -1.5274 -0.0193 0.025 -0.043 -0.037 -0.19
Cl -0.1562 2.8152 4.3681 0.013 0.001 -0.001 0.69
N -0.2626 2.4222 0.7388 0.024 -0.087 0.048 0.16
C -4.5671 1.8003 -3.0842 -0.220 -0.003 -0.011 -0.21
C -4.5700 1.6136 -1.6678 0.148 0.006 0.083 -0.33
S -1.9245 0.8449 -1.7927 -0.033 -0.017 0.056 0.83
O 4.5909 -3.6840 -0.4556 0.022 -0.014 -0.031 0.00
Cl 2.2500 1.6373 3.2214 0.003 0.010 0.020 0.70
Pd -0.9757 0.2945 0.2050 -0.163 0.112 -0.070 0.71
C 2.0528 0.3085 -0.2318 -0.011 -0.002 -0.009 -0.11
N 0.9146 -0.3941 -0.1727 0.041 -0.019 0.044 -0.05
O -0.6192 -3.5518 -0.2914 -0.006 -0.008 -0.010 0.19
Cl -0.2374 0.1185 3.2513 0.020 0.018 0.016 0.66
N -4.5644 1.9347 -4.2258 0.120 0.004 0.004 0.19
S -3.1732 0.9002 0.6291 0.172 -0.039 -0.033 0.72
C 4.7006 -2.4545 -0.3987 -0.072 0.040 0.087 -0.69
H 4.2080 0.2114 -0.3606 -0.003 0.005 0.000 0.13
H 1.9614 1.3864 -0.2073 0.007 0.003 0.004 0.10
C 0.9473 -1.7381 -0.2495 -0.041 -0.018 -0.010 -0.18
C -5.7438 1.8825 -0.8997 -0.096 -0.023 -0.125 -0.20
C 3.3222 -1.7179 -0.3624 0.043 -0.012 -0.030 -0.05
H 2.1550 -3.5157 -0.4037 -0.023 0.000 0.001 0.14
C -3.4447 1.1954 -1.0532 -0.058 0.031 -0.085 -1.06
C 3.2711 -0.3297 -0.3252 -0.014 -0.029 -0.005 0.03
N -6.6891 2.0840 -0.2782 0.052 0.013 0.071 0.19
C 2.1251 -2.4348 -0.3482 0.037 0.015 -0.006 0.10
O 5.6622 -1.6767 -0.3375 0.024 -0.011 -0.031 -0.02
C 0.1042 2.2155 1.8105 -0.052 0.039 -0.002 -0.37
```
Positions in Å, forces in eV/Å.

=====

(3)
DFT (ωB97M-V/def2-TZVPD) results for a molecular structure, C22H24N2O9P3PdS3.

## Properties
E_HOMO (eV): -5.83
Total charge: -1
Lowest unoccupied orbital energy (eV): 1.76
Relative energy (zero: lowest compared OMol25 entry of this formula, charge and spin) (kJ/mol): 0.00
Orbital gap (eV): 7.595
Spin multiplicity: 1

```
64
Properties=species:S:1:pos:R:3:forces:R:3:lowdin_charge:R:1
C -1.1868 -5.1646 4.3946 0.022 -0.021 0.037 -0.43
C -0.5768 2.3837 1.5754 -0.007 -0.086 -0.171 -0.08
C -5.6935 -2.7569 0.6837 -0.015 -0.019 0.000 -0.42
H 4.0374 1.0618 -1.9009 -0.010 0.013 -0.020 0.04
H 0.8544 -0.9133 -3.5788 0.001 0.009 -0.037 0.03
C -1.5647 -3.1525 3.0081 0.022 0.006 -0.006 -0.51
C -3.4667 -3.3698 0.6286 0.057 0.097 0.042 -0.13
H 3.5808 2.0470 -3.3139 -0.020 -0.007 0.013 0.04
H -5.1502 1.2035 -0.4684 -0.047 0.078 -0.027 0.07
H 1.9800 0.0525 -4.5682 -0.014 0.009 0.027 0.05
O 1.3430 0.3412 -0.9644 0.151 0.122 0.071 -0.38
C -2.3881 -0.7972 3.2714 -0.074 0.002 -0.070 -0.48
N 2.3372 3.8607 5.0976 0.049 0.047 0.064 0.16
H -0.1335 4.1936 2.6217 0.012 0.002 0.004 0.12
H -6.7528 -2.7097 0.4828 0.026 0.009 0.025 0.05
C -0.3050 -3.6527 2.8812 -0.036 0.065 -0.019 -0.11
H 2.6233 -1.0651 -3.3386 -0.015 -0.002 0.042 0.05
C -2.1307 -1.9359 2.2753 0.018 0.083 -0.055 -0.59
H 2.0677 0.6629 3.6914 0.005 0.007 -0.001 0.12
C -2.9814 0.4060 3.0070 -0.043 -0.114 0.041 -0.18
C 1.8085 -0.3821 -3.5812 -0.028 0.113 0.056 -0.18
O -3.6814 -1.7225 -3.2357 -0.109 -0.004 -0.121 -0.12
H -0.4043 1.5601 -3.2041 -0.013 0.040 -0.015 0.03
C -0.0847 -4.8085 3.6811 0.005 -0.033 0.027 -0.19
H -5.0114 -4.3133 -0.6461 0.023 0.016 0.018 0.10
H -1.3330 2.7947 0.9211 -0.020 0.048 0.027 0.11
H -2.5764 -3.8836 0.2944 -0.017 -0.002 -0.003 0.13
H -3.4518 0.6358 2.0598 0.016 0.039 -0.026 0.07
Pd -1.5012 -0.0036 0.1719 0.241 0.120 -0.055 1.06
C -2.8872 1.3218 4.0880 -0.043 0.052 0.035 -0.19
C 0.1004 3.1456 2.5048 -0.030 0.058 -0.024 0.01
H 0.9111 2.5968 -3.8417 -0.001 -0.038 -0.011 0.05
O -1.4212 -0.6160 -3.3989 0.103 -0.019 -0.060 -0.28
P -2.6286 -0.7160 -2.5679 -0.108 0.053 0.004 0.21
S -4.9788 -1.7273 1.8443 -0.024 -0.020 -0.005 1.06
C 1.7712 3.2669 4.2943 0.045 0.072 0.075 -0.18
H -1.2965 -5.9930 5.0775 -0.010 0.029 -0.021 0.06
C -3.4175 -2.3867 1.5720 0.070 0.004 0.037 -0.48
C -4.7684 -3.5823 0.1142 -0.037 -0.016 -0.056 -0.19
N -0.3353 1.0792 1.4070 -0.154 0.345 0.386 -0.04
O -4.2200 1.2589 -0.2301 0.077 -0.024 -0.102 -0.17
S -2.4986 -4.1047 4.0959 -0.006 -0.027 -0.004 1.03
H -2.0203 1.2747 6.1050 0.000 -0.028 -0.020 0.06
P 1.6786 0.8924 -2.3070 -0.115 -0.111 -0.056 0.52
H 0.2789 2.8387 -2.1882 -0.001 -0.018 0.023 0.05
O -1.9008 1.7386 -0.9165 0.098 -0.150 0.152 -0.40
C 0.5099 2.1011 -2.9556 0.051 -0.136 0.019 -0.18
C 0.6050 0.4898 2.1427 0.027 -0.155 -0.108 -0.09
P -3.3207 1.8350 -1.4618 -0.290 -0.155 0.296 0.19
C 1.3253 1.1779 3.0996 0.057 0.000 0.026 0.01
C -2.2222 0.8014 5.1563 0.037 0.056 0.025 -0.42
H 0.8502 -5.3505 3.7178 -0.013 0.003 0.000 0.09
O -1.1530 -1.5561 1.3623 0.007 -0.192 -0.111 -0.29
O -3.4523 0.6915 -2.5929 -0.160 0.041 -0.100 -0.26
H -3.3006 2.3221 4.0717 0.011 -0.038 -0.015 0.10
C 1.0614 2.5263 3.2921 -0.043 -0.133 -0.126 -0.22
O -3.8652 3.1071 -1.9492 0.164 0.083 -0.171 -0.29
O -2.5771 -1.1322 -1.1048 0.089 -0.065 0.018 -0.38
S -1.7130 -0.8014 4.8556 0.028 -0.035 -0.058 1.04
H 3.2289 2.6205 -1.6675 -0.013 -0.016 0.001 0.04
C 3.2862 1.7398 -2.3088 0.010 -0.018 0.003 -0.20
H -4.3609 -1.9544 -2.5918 0.017 -0.033 0.055 0.06
H 0.4143 -3.2048 2.2119 -0.009 -0.014 0.012 0.11
H 0.7419 -0.5658 1.9596 -0.014 0.007 0.015 0.11
```
Positions in Å, forces in eV/Å.